1.
Molecular formula: C5H8O
Method: DFT, wB97M-V/def2-TZVPD

XYZ file:
```
14
C5H8O, DFT wB97M-V/def2-TZVPD
O -0.813 1.837 -0.167
C -0.756 0.631 0.546
C -1.321 -0.693 -0.008
C -0.171 -1.469 0.641
C 1.461 -0.225 -0.515
C 0.563 -0.146 0.747
H -0.460 1.688 -1.053
H -1.207 0.852 1.518
H -1.241 -0.768 -1.102
H -2.329 -1.027 0.259
H 1.123 -0.984 -1.232
H 1.490 0.741 -1.032
H 2.478 -0.498 -0.227
H 1.182 0.062 1.626
```

Computed properties:
Maximum force, eV/Å: 0.368
LUMO energy, eV: -0.07
Total energy, Eh: -270.38642
Net charge: 0
Multiplicity: 1
Relative energy (zero: lowest compared OMol25 entry of this formula, charge and spin), eV: 4.666
HOMO-LUMO gap, eV: 8.56

***

2.
Molecular formula: C5H8O
Method: DFT, wB97M-V/def2-TZVPD

XYZ file:
```
14
C5H8O, DFT wB97M-V/def2-TZVPD
C -1.885 -1.531 -1.019
C -1.354 -0.576 -0.312
C 0.092 -0.378 -0.400
C 0.686 0.639 0.290
O -0.008 1.939 0.317
C 1.950 0.735 1.045
H -1.159 -2.375 -1.297
H -2.876 -1.825 -1.182
H -1.964 0.117 0.337
H 0.657 -0.970 -1.133
H -0.635 2.018 -0.543
H 1.683 0.278 2.041
H 2.045 1.809 1.277
H 2.768 0.122 0.579
```

Computed properties:
Maximum force, eV/Å: 3.970
LUMO energy, eV: 0.70
Total energy, Eh: -270.44379
Net charge: 0
Multiplicity: 1
Relative energy (zero: lowest compared OMol25 entry of this formula, charge and spin), eV: 3.105
HOMO-LUMO gap, eV: 8.39
Structure (SMILES): C=C/C=C(/C)O

***

3.
Molecular formula: C5H8O
Method: DFT, wB97M-V/def2-TZVPD

XYZ file:
```
14
C5H8O, DFT wB97M-V/def2-TZVPD
O 0.535 -1.424 1.454
C 0.908 -0.546 0.423
C 0.295 -0.762 -0.997
C -0.315 0.634 -0.926
C -1.153 0.811 0.302
C 0.339 0.878 0.421
H -0.430 -1.423 1.516
H 2.000 -0.565 0.417
H -0.389 -1.610 -1.115
H 1.082 -0.827 -1.754
H -0.375 1.338 -1.748
H -1.709 -0.033 0.716
H -1.678 1.757 0.403
H 0.866 1.778 0.718
```

Computed properties:
Maximum force, eV/Å: 0.348
LUMO energy, eV: 1.07
Total energy, Eh: -270.48836
Net charge: 0
Multiplicity: 1
Relative energy (zero: lowest compared OMol25 entry of this formula, charge and spin), eV: 1.892
HOMO-LUMO gap, eV: 10.98
Structure (SMILES): O[C@H]1C[C@H]2C[C@H]21

***

- What is the relative energy (zero: lowest compared OMol25 entry of this formula, charge and spin) in the second record?
  3.105 eV

***

- Look up the total energy of the third one.
  -270.48836 Eh

***

- Which of these has the highest total energy?
  number 1

***

Repeat the third record exactly.
Molecular formula: C5H8O
Method: DFT, wB97M-V/def2-TZVPD

XYZ file:
```
14
C5H8O, DFT wB97M-V/def2-TZVPD
O 0.535 -1.424 1.454
C 0.908 -0.546 0.423
C 0.295 -0.762 -0.997
C -0.315 0.634 -0.926
C -1.153 0.811 0.302
C 0.339 0.878 0.421
H -0.430 -1.423 1.516
H 2.000 -0.565 0.417
H -0.389 -1.610 -1.115
H 1.082 -0.827 -1.754
H -0.375 1.338 -1.748
H -1.709 -0.033 0.716
H -1.678 1.757 0.403
H 0.866 1.778 0.718
```

Computed properties:
Maximum force, eV/Å: 0.348
LUMO energy, eV: 1.07
Total energy, Eh: -270.48836
Net charge: 0
Multiplicity: 1
Relative energy (zero: lowest compared OMol25 entry of this formula, charge and spin), eV: 1.892
HOMO-LUMO gap, eV: 10.98
Structure (SMILES): O[C@H]1C[C@H]2C[C@H]21